ORCA calculation (wB97M-V/def2-TZVPD) on a structure of composition C31H50N9O4Re.

Geometry as XYZ:
```
95
Properties=species:S:1:pos:R:3:forces:R:3:lowdin_spin:R:1
Re -0.07349 -1.08825 0.79836 0.28 0.58 -0.29 2.399
O 1.35827 -0.55354 2.11583 -0.20 -0.20 0.25 0.070
O -3.78257 -2.47855 0.61263 -0.13 0.09 0.03 0.011
O -1.56083 -2.28704 0.39437 -0.04 -0.22 0.09 0.125
O 3.47547 -0.68821 2.79730 0.08 -0.02 -0.02 0.015
N -1.97437 1.24240 -4.34840 -0.04 0.23 -0.19 0.000
N 1.05667 -2.84497 0.57263 0.10 0.00 -0.07 0.047
N -1.14506 -1.17963 2.64052 -0.17 0.09 0.18 0.034
N 0.00990 1.64111 1.87014 0.02 0.03 0.01 0.035
N 1.77918 -0.07985 -0.33034 -0.28 -0.40 0.00 0.010
N -1.56597 0.19334 -0.32034 0.18 0.12 -0.09 0.033
N -0.37648 0.75158 -5.69646 0.19 -0.04 -0.13 0.000
N -2.67197 0.81588 -2.11543 -0.25 -0.15 0.09 0.003
N -1.39183 0.27084 -5.11898 -0.10 -0.14 0.11 0.000
C 0.67426 -3.03587 3.15316 0.00 -0.01 -0.04 0.004
C 2.04752 3.08764 1.97867 0.01 0.02 -0.02 0.001
C -1.21610 -1.15092 -2.46526 -0.17 -0.15 -0.06 0.011
C 0.51761 -5.04514 1.51493 -0.01 -0.04 0.09 0.002
C 2.97623 0.03146 0.55290 0.16 0.03 0.06 0.001
C -3.10284 1.62970 -1.10131 0.21 0.09 0.00 0.004
C -0.46095 4.61589 -4.31471 -0.02 0.01 0.05 0.000
C -0.77740 -2.54160 3.37433 0.01 -0.01 -0.07 0.017
C -1.26759 2.41365 -4.46639 -0.02 -0.06 -0.04 0.000
C -1.78408 -0.06314 -1.62582 -0.01 -0.07 -0.01 0.014
C 0.74720 2.84849 1.22831 -0.12 -0.06 -0.05 0.003
C -2.75765 -2.05122 1.01492 0.15 0.13 0.00 0.013
C -0.80002 1.44593 3.12445 -0.06 0.09 -0.05 0.002
C 0.84665 2.42469 -0.28660 0.05 0.06 0.03 0.001
C -0.15543 4.07032 1.30366 0.03 0.02 -0.02 0.000
C -2.41797 1.25595 -0.00012 -0.15 -0.10 0.01 0.008
C 2.24048 -2.54418 -0.31745 -0.03 0.01 0.11 0.012
C 2.69749 -4.02898 2.12630 -0.03 -0.04 0.07 0.003
C 0.71684 3.02691 -5.73063 -0.02 0.00 0.02 0.000
C 1.14862 1.22133 -2.44598 -0.05 0.07 0.05 0.000
C -1.40862 3.69134 -3.92296 0.03 -0.01 -0.03 0.000
C -0.80911 -0.03671 3.60223 -0.04 -0.11 -0.03 0.006
C 1.66550 1.29302 -1.01926 0.04 0.10 0.01 0.004
C 2.00845 -1.29628 -1.19513 0.12 -0.05 -0.09 0.022
C -2.58313 -1.16907 2.25962 -0.02 -0.22 -0.06 0.013
C -0.23525 2.08133 -5.34146 -0.11 0.11 0.01 0.000
C -1.81955 -3.64471 3.21132 0.00 -0.02 0.09 0.002
C -3.09448 0.94162 -3.53691 0.05 0.06 0.16 0.000
C 2.68919 -0.46946 1.93537 0.06 0.02 -0.12 0.010
C 0.58835 4.29064 -5.19803 0.02 -0.01 -0.02 0.000
C 1.22271 -3.73699 1.87154 -0.03 0.09 -0.12 0.016
H 1.49828 2.77370 -6.43343 0.01 0.00 -0.01 0.000
H 2.43901 -3.39528 -0.96945 -0.04 0.00 0.00 0.001
H -2.87791 -0.15236 2.01197 -0.06 -0.02 -0.01 0.001
H -1.80184 1.83219 2.94812 0.00 0.04 0.03 0.000
H -1.42978 -4.51387 3.74082 -0.01 0.00 0.03 0.001
H -1.99717 -1.57083 -3.09986 -0.03 -0.03 0.04 0.001
H 0.38129 4.93804 0.92100 -0.01 0.01 -0.01 0.000
H 2.69816 1.63887 -1.07844 0.00 -0.04 -0.09 0.000
H -2.23056 3.96935 -3.27569 -0.01 0.01 0.00 0.000
H 1.09588 -5.58712 0.76464 0.00 0.00 -0.02 0.000
H 2.71583 3.69146 1.36389 0.00 0.01 0.00 0.000
H 1.20545 3.33043 -0.78241 0.01 -0.01 -0.01 0.000
H 2.75222 -4.74764 2.94472 0.02 0.01 0.01 0.001
H 1.14556 -1.42973 -1.84499 0.11 -0.02 0.01 0.006
H -3.82636 1.74832 -3.55798 -0.02 -0.05 -0.04 0.000
H 3.11156 -2.43123 0.31988 0.03 0.02 -0.06 0.000
H -2.56695 1.63900 0.99287 0.10 0.05 0.05 0.000
H 0.10596 0.91531 -2.49358 0.20 0.18 0.04 0.000
H -0.82149 -2.24531 4.42478 0.12 -0.01 0.00 0.002
H 3.26966 -3.15395 2.43247 0.00 0.02 -0.01 0.000
H -3.56173 0.01643 -3.86957 0.08 0.00 -0.05 0.000
H 1.86758 3.64763 2.89618 -0.01 -0.01 0.02 0.000
H -0.45346 -0.77903 -3.14896 -0.07 -0.15 0.02 0.000
H 3.83853 -0.48017 0.12594 0.00 0.04 -0.04 0.000
H -3.84866 2.39258 -1.24684 -0.03 0.00 0.01 0.000
H -0.58895 1.36337 1.09821 -0.06 -0.05 0.01 0.011
H -1.53873 -0.09393 4.41329 -0.01 0.05 -0.01 0.000
H -0.83214 -1.96243 -1.85574 -0.07 -0.01 0.04 0.005
H -0.36431 2.02689 3.93715 0.01 -0.02 0.00 0.000
H -0.18752 2.32919 -0.62937 0.01 0.02 -0.01 0.000
H 0.79260 -3.79575 3.92997 -0.03 -0.04 -0.03 0.000
H 3.27471 1.07263 0.65314 -0.04 -0.01 0.05 0.000
H 0.41553 -3.41179 0.01523 -0.01 0.06 -0.06 0.007
H 1.19920 2.21358 -2.89787 0.07 0.01 0.05 0.000
H -0.42631 4.29159 2.33646 0.01 0.00 0.02 0.000
H 1.28690 5.06560 -5.48124 0.01 0.00 -0.01 0.000
H 0.45059 -5.68595 2.39328 0.01 -0.02 -0.01 0.000
H 1.37287 -2.25675 3.43794 0.01 -0.01 0.06 0.000
H -3.22726 -1.51156 3.06662 0.01 0.01 -0.03 0.001
H -1.06285 3.95072 0.71041 -0.03 -0.02 0.00 0.000
H 0.75707 0.93855 1.95223 0.00 -0.01 0.04 0.007
H -0.49167 -4.90049 1.13072 -0.02 0.03 0.01 0.000
H 2.88207 -1.17907 -1.84447 0.03 0.09 0.09 0.004
H 2.57495 2.17324 2.25286 0.00 0.01 0.00 0.000
H 0.16468 -0.27396 4.01808 -0.02 -0.01 0.01 0.000
H 1.74700 0.56213 -3.07241 0.02 -0.02 -0.03 0.000
H 3.17019 -4.50458 1.26768 0.00 -0.01 -0.01 0.000
H -2.00810 -3.95857 2.19106 0.02 -0.02 -0.01 0.000
H -0.53788 5.63353 -3.95519 0.00 0.00 0.01 0.000
H -2.76556 -3.40371 3.69030 0.00 -0.01 -0.02 0.000
```
Positions in Å, forces in eV/Å.

Energy relative to the best compared isomer or geometry (same formula, charge and spin) in eV: 0.000
LUMO energy (spin up / spin down) in eV: -9.2 / -10.5
E_tot in eV: -56662.84012
HOMO (spin up / spin down) in eV: -16.00 / -16.00
Spin multiplicity: 4
HOMO-LUMO gap (spin up / spin down) in eV: 6.7 / 5.5
Charge: +3